Computed, not measured: an isolated molecule of C5H7NO at a distorted geometry, with the ωB97M-V functional and the def2-TZVPD basis.

Output
Energy relative to the best compared isomer or geometry (same formula, charge and spin)   792.99 kJ/mol
Charge   0
DFT total energy   -324.42243 a.u.
Lowest unoccupied orbital energy   0.93 eV
SMILES   C1=NOC[C@@H]2C[C@@H]12

Structure (XYZ):
```
14
Properties=species:S:1:pos:R:3:forces:R:3
C -0.60614 1.27939 0.57574 -0.4 0.5 0.6
N 0.51833 1.60285 0.08264 0.7 0.8 -2.7
O 1.04755 0.77458 -1.00574 -2.0 -1.0 2.4
C 0.80037 -0.76312 -0.75623 6.5 -1.7 -3.4
C 0.12528 -0.97647 0.53177 11.0 6.2 -2.2
C -1.01791 -1.53143 0.63766 -8.0 -4.0 -1.9
C -1.08112 -0.06481 0.21499 -1.0 -0.8 -2.1
H -1.07322 2.14636 1.10798 0.3 -1.3 0.1
H 2.00015 -0.96223 -0.93952 -2.5 -0.2 1.5
H 0.53712 -1.52803 -1.70590 -0.8 2.7 2.2
H 0.68029 -0.39142 1.32999 -0.6 -1.9 -0.4
H -1.32463 -2.25270 -0.17389 0.1 1.0 0.9
H -1.14551 -1.93764 1.53916 -1.7 -1.1 3.7
H -1.00573 -0.15222 -0.91400 -1.5 0.8 1.3
```
Forces are in eV/Å.

Löwdin population analysis, charges in e, atoms 1 to 6: atom 1 (C): -0.1554, atom 2 (N): 0.0459, atom 3 (O): -0.1672, atom 4 (C): -0.1616, atom 5 (C): -0.3485, atom 6 (C): -0.1075